Entry 1:
Below is a molecular structure, C21H12Br4IN2O4V, with properties calculated with wB97M-V/def2-TZVPD.

Output
E_HOMO (spin up / spin down): -11.54 / -11.56 eV
calculated total energy: -12755.6220 Ha
E_LUMO (spin up / spin down): -5.007 / -4.405 eV
spin multiplicity: 2
net charge: +1
orbital gap (spin up / spin down): 6.53 / 7.15 eV

Last column: Löwdin charge in e.
Positions of all 45 atoms, in Å:
V -1.364 0.056 -0.594  0.615
O -1.536 6.256 -0.021  0.130
C -1.472 4.932 -0.157  -0.285
C -0.494 4.276 -0.908  0.039
C -0.536 2.908 -0.977  -0.090
N -1.475 2.162 -0.353  -0.104
C -2.409 2.809 0.358  -0.709
Br -3.731 1.791 1.209  0.860
C -2.448 4.177 0.488  -0.012
H -0.833 6.697 -0.512  0.134
H 0.279 4.820 -1.433  0.131
H 0.190 2.357 -1.557  0.109
H -3.219 4.661 1.068  0.129
Br 2.382 0.538 -3.750  0.856
C 1.552 -1.035 -3.173  -0.592
C 1.984 -2.287 -3.675  -0.135
C 1.397 -3.452 -3.269  -0.606
Br 2.011 -5.086 -3.971  0.847
C 0.328 -3.446 -2.330  -0.164
C -0.377 -4.564 -1.837  0.020
C -1.396 -4.381 -0.936  0.005
C -1.735 -3.086 -0.517  -0.075
N -1.094 -2.026 -0.965  -0.012
C -0.079 -2.196 -1.850  -0.155
C 0.533 -1.001 -2.267  -0.329
O 0.028 0.137 -1.721  -0.244
H 2.794 -2.306 -4.390  0.106
H -0.110 -5.556 -2.174  0.099
H -1.950 -5.219 -0.541  0.123
H -2.534 -2.915 0.192  0.134
Br 4.340 1.538 4.636  0.797
C 2.825 0.757 3.840  -0.678
C 2.231 1.381 2.751  -0.104
C 1.112 0.811 2.172  -0.007
C 0.598 -0.384 2.670  -0.136
C 1.207 -1.000 3.763  0.010
C 2.318 -0.430 4.353  -0.095
C -0.574 -1.056 2.081  -0.437
O -1.011 -2.133 2.342  0.162
O -1.230 -0.280 1.122  -0.233
H 2.641 2.304 2.367  0.106
H 0.644 1.308 1.333  0.099
H 0.799 -1.927 4.142  0.131
H 2.792 -0.898 5.204  0.111
I -3.379 -0.011 -2.211  0.451

---

Entry 2:
Below is C17H19N5O3 in the gas phase at a distorted geometry, with properties calculated with wB97M-V/def2-TZVPD.

Output
SMILES string: N[C@@H](Cc1c[nH]c2ccccc12)C(=O)N[C@@H](Cc1c[nH]cn1)C(=O)O
E_HOMO: -8.42 eV
calculated total energy: -1158.7092 Ha
relative energy (zero: lowest compared OMol25 entry of this formula, charge and spin): 51.3 kcal/mol
E_LUMO: 0.434 eV
net charge: 0
orbital gap: 8.85 eV

Last column: Löwdin charge in e.
Positions of all 44 atoms, in Å:
N 0.744 3.429 2.379  0.065
C 1.560 2.302 1.887  -0.300
C 1.414 1.060 2.788  -0.119
C 0.085 0.383 2.677  -0.158
C -1.080 0.858 3.221  -0.035
N -2.193 0.060 2.831  0.070
C -1.747 -0.976 2.088  -0.231
C -2.464 -2.123 1.577  0.026
C -1.679 -3.044 0.789  -0.085
C -0.264 -2.969 0.711  -0.106
C 0.358 -1.830 1.198  -0.061
C -0.350 -0.826 1.882  -0.123
C 1.114 1.967 0.492  -0.416
O 0.336 2.723 -0.118  0.038
N 1.743 0.936 -0.109  0.118
C 1.449 0.314 -1.331  -0.211
C -0.051 0.191 -1.599  -0.092
C -0.452 -0.709 -2.741  -0.270
C -0.919 -1.997 -2.826  -0.065
N -1.281 -2.153 -4.159  0.007
C -0.943 -1.044 -4.773  -0.253
N -0.310 -0.139 -4.033  0.137
C 1.943 1.223 -2.547  -0.531
O 2.743 0.817 -3.331  0.114
O 1.387 2.408 -2.623  0.102
H -0.214 3.260 2.115  0.059
H 1.116 4.206 1.823  0.089
H 2.573 2.622 1.891  0.140
H 1.455 1.415 3.847  0.129
H 2.241 0.334 2.815  0.117
H -1.222 1.788 3.815  0.136
H -3.093 0.117 3.324  0.164
H -3.495 -2.141 1.762  0.079
H -2.184 -3.928 0.470  0.083
H 0.271 -3.725 0.245  0.078
H 1.477 -1.796 1.116  0.123
H 2.549 0.542 0.493  0.196
H 1.923 -0.666 -1.416  0.158
H -0.486 1.159 -1.843  0.114
H -0.566 -0.216 -0.683  0.124
H -1.206 -2.695 -1.962  0.119
H -1.995 -2.916 -4.559  0.218
H -1.226 -0.933 -5.846  0.131
H 0.939 2.710 -1.737  0.118

---

Entry 3:
Below is C5H7BrO in the gas phase at a distorted geometry, with properties calculated with wB97M-V/def2-TZVPD.

Output
SMILES string: C[C@@H]1[C@@H](Br)[C@@H]1C=O
E_HOMO: -9.93 eV
calculated total energy: -2843.8932 Ha
relative energy (zero: lowest compared OMol25 entry of this formula, charge and spin): 28.6 kcal/mol
E_LUMO: 0.514 eV
net charge: 0
orbital gap: 10.45 eV

Last column: Löwdin charge in e.
Positions of all 14 atoms, in Å:
C 1.222 0.201 -0.937  -0.092
C 0.390 0.857 0.113  -0.331
C 0.184 0.000 1.252  -0.632
Br -0.033 0.700 3.091  0.639
C -1.005 0.201 0.315  -0.187
C -1.458 -0.955 -0.619  -0.192
O -0.876 -2.024 -0.790  0.039
H 1.289 -0.840 -0.866  0.037
H 2.325 0.448 -0.788  0.104
H 0.972 0.365 -2.078  0.127
H 0.610 1.907 0.496  0.157
H 0.724 -0.966 1.204  0.115
H -1.818 0.808 0.455  0.089
H -2.527 -0.701 -0.849  0.125

---

Entry 4:
Below is 2 unconnected molecules or ions with the total composition C11H16Si at a distorted geometry, with properties calculated with wB97M-V/def2-TZVPD.

Output
E_HOMO (spin up / spin down): -7.73 / -7.73 eV
calculated total energy: -718.0749 Ha
relative energy (zero: lowest compared OMol25 entry of this formula, charge and spin): 108.8 kcal/mol
E_LUMO (spin up / spin down): 0.761 / 0.761 eV
net charge: 0
orbital gap (spin up / spin down): 8.49 / 8.49 eV

Last column: Löwdin charge in e.
Positions of all 28 atoms, in Å:
C -4.518 -0.220 -0.130  -0.070
C -3.748 0.965 -0.022  -0.125
C -3.778 -1.378 0.069  -0.098
C -2.398 1.062 0.148  -0.121
C -2.395 -1.288 0.109  -0.122
C -1.622 -0.138 0.150  -0.278
C 2.954 -2.461 0.104  -0.172
C 1.656 -2.376 -0.067  -0.112
C 2.434 1.296 -1.195  -0.203
C 0.844 0.857 1.893  -0.217
C 1.000 1.028 -1.397  -0.317
Si 0.275 0.106 0.218  0.893
H -5.651 -0.280 -0.105  0.126
H -4.329 1.837 -0.410  0.112
H -4.161 -2.319 -0.159  0.083
H -1.956 2.093 0.220  0.121
H -1.976 -2.240 0.320  0.087
H 3.548 -3.363 -0.169  0.051
H 3.439 -1.518 0.388  0.027
H 0.852 -3.087 -0.238  -0.015
H 2.836 1.879 -0.381  0.071
H 3.035 0.454 -1.233  0.030
H 2.834 1.781 -2.090  0.077
H 1.215 1.935 1.869  0.049
H -0.009 0.743 2.570  0.015
H 1.624 0.320 2.436  0.014
H 0.771 0.391 -2.174  0.036
H 0.481 1.951 -1.562  0.058

---

Entry 5:
Below is 2 unconnected molecules or ions with the total composition C7H7IO at a distorted geometry, with properties calculated with wB97M-V/def2-TZVPD.

Output
E_HOMO (spin up / spin down): -7.20 / -7.21 eV
calculated total energy: -643.7089 Ha
E_LUMO (spin up / spin down): -0.020 / -0.025 eV
net charge: 0
orbital gap (spin up / spin down): 7.18 / 7.18 eV

Last column: Löwdin charge in e.
Positions of all 16 atoms, in Å:
C -0.513 1.732 -0.623  -0.086
C -1.413 0.679 -0.326  -0.115
C 0.790 1.376 -0.744  -0.093
C -1.033 -0.609 -0.420  -0.254
C -0.138 -1.164 1.874  -0.115
C 1.317 0.038 -0.417  -0.228
C 0.290 -1.083 -0.337  -0.765
O 0.575 -0.532 2.547  0.074
I 0.763 -3.079 -0.710  0.873
H -0.835 2.728 -0.808  0.093
H -2.409 0.797 -0.545  0.077
H 1.485 2.089 -1.151  0.101
H -1.748 -1.339 -0.070  0.092
H -1.021 -1.780 2.209  0.121
H 2.124 -0.049 -1.096  0.092
H 1.766 0.196 0.618  0.133